Entry 1:
{"formula": "C2H5N3O", "method": "ωB97M-V/def2-TZVPD", "molar_mass_g_mol": 87.08, "multiplicity": 1, "lumo_ev": 0.57, "homo_lumo_gap_ev": 9.9, "relative_energy_ev": 2.048, "species": ["N", "C", "O", "N", "C", "N", "H", "H", "H", "H", "H"], "xyz": [[1.76, -0.35, -0.05], [0.72, -0.27, 0.80], [0.82, -0.50, 2.06], [-0.56, 0.03, 0.57], [-1.16, 0.30, -0.64], [-2.40, 0.57, -0.74], [2.67, -0.52, 0.34], [1.69, -0.04, -1.00], [-0.43, -0.23, 1.88], [-0.47, 0.27, -1.51], [-2.64, 0.74, -1.71]], "nbo_charge": [-0.80, 0.75, -0.67, -0.68, 0.27, -0.65, 0.42, 0.40, 0.51, 0.12, 0.34]}



Entry 2:
{"formula": "C55H43ClN2O9P2S2Y", "method": "ωB97M-V/def2-TZVPD", "molar_mass_g_mol": 1126.39, "multiplicity": 1, "lumo_ev": 1.49, "homo_lumo_gap_ev": 6.2, "relative_energy_ev": 1.422, "charge": -1, "species": ["Y", "O", "S", "C", "C", "C", "C", "C", "C", "P", "C", "C", "C", "C", "C", "C", "C", "C", "C", "C", "C", "C", "C", "C", "C", "C", "C", "C", "P", "C", "C", "C", "C", "C", "C", "C", "C", "C", "C", "C", "C", "H", "H", "H", "H", "H", "H", "H", "H", "H", "H", "H", "H", "H", "H", "H", "H", "H", "H", "H", "H", "H", "H", "H", "H", "H", "H", "H", "H", "O", "C", "O", "C", "C", "C", "N", "C", "C", "C", "O", "O", "H", "H", "H", "O", "Cl", "O", "O", "O", "C", "C", "C", "C", "C", "C", "C", "H", "H", "H", "H", "H", "H", "H", "S", "C", "N", "C", "C", "C", "C", "H", "H", "H", "H", "H"], "xyz": [[0.48, -0.30, -1.94], [2.28, 3.89, -1.83], [2.11, 2.68, -1.03], [1.73, 3.34, 0.64], [2.56, 4.25, 1.27], [2.19, 4.81, 2.48], [0.99, 4.44, 3.06], [0.15, 3.53, 2.43], [0.51, 2.98, 1.21], [-0.56, 1.86, 0.21], [-1.79, 1.45, 1.51], [-1.31, 0.69, 2.57], [-2.17, 0.23, 3.56], [-3.52, 0.53, 3.50], [-4.00, 1.30, 2.45], [-3.15, 1.75, 1.46], [-1.42, 3.17, -0.74], [-1.44, 3.11, -2.13], [-2.20, 4.01, -2.85], [-2.97, 4.96, -2.20], [-2.92, 5.05, -0.82], [-2.13, 4.18, -0.09], [3.77, 2.20, -0.51], [4.83, 3.06, -0.73], [6.09, 2.74, -0.23], [6.25, 1.57, 0.50], [5.20, 0.69, 0.67], [3.94, 0.99, 0.14], [2.57, -0.23, 0.23], [3.62, -1.75, 0.09], [3.53, -2.82, 0.96], [4.29, -3.96, 0.74], [5.13, -4.03, -0.35], [5.23, -2.96, -1.22], [4.48, -1.82, -1.01], [2.27, -0.20, 2.04], [1.40, -1.15, 2.58], [1.21, -1.23, 3.95], [1.85, -0.33, 4.79], [2.65, 0.66, 4.25], [2.87, 0.72, 2.89], [3.50, 4.52, 0.80], [2.83, 5.53, 2.96], [0.70, 4.86, 4.01], [-0.79, 3.27, 2.89], [-0.26, 0.45, 2.61], [-1.78, -0.37, 4.36], [-4.19, 0.17, 4.26], [-5.06, 1.53, 2.39], [-3.54, 2.33, 0.64], [-0.88, 2.34, -2.65], [-2.20, 3.96, -3.93], [-3.61, 5.62, -2.76], [-3.51, 5.80, -0.30], [-2.08, 4.28, 0.99], [4.66, 3.95, -1.32], [6.92, 3.41, -0.39], [7.21, 1.33, 0.93], [5.33, -0.23, 1.21], [2.88, -2.79, 1.82], [4.19, -4.80, 1.41], [5.70, -4.93, -0.54], [5.89, -3.02, -2.08], [4.52, -1.00, -1.71], [0.86, -1.84, 1.95], [0.57, -2.01, 4.34], [1.71, -0.39, 5.86], [3.12, 1.39, 4.90], [3.51, 1.49, 2.48], [-0.35, -4.29, 3.51], [-1.08, -4.83, 2.67], [-1.77, -5.83, 2.69], [-1.04, -3.92, 1.38], [-1.84, -2.78, 1.30], [-1.55, -1.81, 0.36], [-0.49, -1.88, -0.46], [0.24, -3.01, -0.43], [-0.02, -4.05, 0.44], [1.41, -3.09, -1.42], [1.99, -4.15, -1.56], [1.69, -1.98, -2.00], [-2.67, -2.63, 1.98], [-2.16, -0.92, 0.25], [0.60, -4.92, 0.39], [3.10, 1.71, -4.67], [2.35, 0.90, -3.81], [1.98, -0.31, -4.44], [3.07, 0.63, -2.60], [1.13, 1.57, -3.40], [-1.06, -0.80, -3.59], [-1.28, -2.26, -3.56], [-0.28, -3.14, -4.02], [-0.46, -4.50, -3.96], [-1.64, -5.04, -3.48], [-2.66, -4.19, -3.06], [-2.48, -2.82, -3.10], [-2.02, -0.28, -3.53], [-0.57, -0.54, -4.54], [0.65, -2.71, -4.38], [0.34, -5.16, -4.28], [-1.77, -6.11, -3.42], [-3.59, -4.61, -2.71], [-3.27, -2.16, -2.77], [-3.49, 0.71, -1.57], [-5.03, 0.41, -1.02], [-5.30, -0.76, -0.36], [-6.55, -1.11, 0.04], [-7.60, -0.29, -0.18], [-7.37, 0.96, -0.82], [-6.12, 1.29, -1.22], [-4.52, -1.39, -0.21], [-6.65, -2.07, 0.53], [-8.60, -0.58, 0.12], [-8.20, 1.63, -0.99], [-5.90, 2.23, -1.71]], "mulliken_charge": [-0.10, -0.91, 1.66, -0.10, -0.49, -0.86, -0.99, -0.41, 0.04, 1.50, 0.69, 0.27, -0.80, -1.06, -0.78, -1.15, 1.35, -0.02, -1.01, -0.82, -0.80, -0.87, -0.35, -0.73, -0.91, -0.83, 0.00, -0.69, 3.11, 0.11, -0.30, -0.70, -0.69, -0.74, -0.29, 1.08, -0.32, -0.50, -0.98, -0.81, -0.94, 0.58, 0.44, 0.41, 0.59, -0.17, 0.48, 0.37, 0.44, 0.49, 0.51, 0.51, 0.40, 0.44, 0.49, 0.63, 0.43, 0.45, 0.59, 0.37, 0.47, 0.37, 0.44, 0.28, -0.46, 0.80, 0.41, 0.46, 0.29, -0.64, -0.14, -0.72, 0.38, -1.09, -0.42, 2.07, 0.78, -0.83, 0.53, -0.79, -0.70, 0.53, -0.05, 0.65, -0.79, 2.14, -0.60, -0.72, -0.86, -1.65, 0.62, -0.35, -0.54, -0.60, -0.63, -0.29, 0.68, 0.64, 0.30, 0.40, 0.38, 0.38, 0.48, 0.17, -0.22, 0.21, -0.26, -0.72, -0.34, -0.64, 0.10, 0.44, 0.41, 0.43, 0.50]}



Entry 3:
{"formula": "C36H72N8O4", "method": "ωB97M-V/def2-TZVPD", "molar_mass_g_mol": 681.02, "multiplicity": 1, "lumo_ev": 0.53, "homo_lumo_gap_ev": 9.1, "relative_energy_ev": 3.444, "smiles": "COCCNCCOC.COCCNCCOC.CCCC#N.CCCC#N.CCCC#N.CCCC#N.CCCC#N.CCCC#N", "species": ["C", "C", "C", "C", "N", "H", "H", "H", "H", "H", "H", "H", "C", "C", "C", "C", "N", "H", "H", "H", "H", "H", "H", "H", "C", "C", "C", "C", "N", "H", "H", "H", "H", "H", "H", "H", "C", "C", "C", "C", "N", "H", "H", "H", "H", "H", "H", "H", "C", "C", "C", "C", "N", "H", "H", "H", "H", "H", "H", "H", "C", "C", "C", "C", "N", "H", "H", "H", "H", "H", "H", "H", "C", "O", "C", "C", "N", "C", "C", "O", "C", "H", "H", "H", "H", "H", "H", "H", "H", "H", "H", "H", "H", "H", "H", "H", "C", "O", "C", "C", "N", "C", "C", "O", "C", "H", "H", "H", "H", "H", "H", "H", "H", "H", "H", "H", "H", "H", "H", "H"], "xyz": [[-4.12, -4.90, 7.51], [-4.58, -6.35, 7.87], [-5.76, -6.95, 7.03], [-7.03, -7.09, 7.81], [-8.07, -7.21, 8.34], [-4.74, -4.11, 7.92], [-3.91, -4.75, 6.45], [-3.18, -4.68, 8.01], [-4.74, -6.37, 8.95], [-3.70, -6.99, 7.85], [-5.58, -7.94, 6.61], [-5.99, -6.41, 6.11], [4.76, 6.85, 6.06], [5.17, 7.92, 4.96], [4.17, 8.93, 4.65], [3.95, 9.92, 5.62], [3.75, 10.72, 6.41], [4.97, 7.02, 7.12], [5.36, 6.00, 5.76], [3.68, 6.66, 6.06], [5.64, 7.44, 4.10], [6.08, 8.41, 5.32], [3.24, 8.45, 4.34], [4.60, 9.42, 3.77], [0.47, 1.82, -8.47], [1.16, 3.16, -8.91], [2.62, 3.34, -8.62], [2.88, 3.10, -7.20], [3.04, 2.94, -6.05], [0.10, 1.73, -7.45], [1.17, 0.99, -8.45], [-0.28, 1.46, -9.18], [0.57, 3.85, -8.31], [0.96, 3.45, -9.94], [3.00, 4.34, -8.84], [3.12, 2.59, -9.23], [-1.52, 8.01, -2.39], [-2.81, 8.47, -1.63], [-3.29, 9.89, -2.00], [-2.97, 10.88, -1.01], [-2.71, 11.62, -0.19], [-1.63, 6.94, -2.59], [-0.73, 8.19, -1.66], [-1.40, 8.48, -3.36], [-2.44, 8.49, -0.61], [-3.57, 7.69, -1.53], [-4.31, 9.74, -2.34], [-2.86, 10.17, -2.97], [-9.06, 8.90, -7.93], [-9.46, 7.60, -8.48], [-8.28, 6.72, -8.78], [-7.44, 6.30, -7.58], [-6.75, 5.91, -6.74], [-8.85, 8.96, -6.86], [-9.94, 9.55, -8.04], [-8.36, 9.45, -8.56], [-10.03, 7.84, -9.38], [-10.14, 7.14, -7.76], [-7.66, 7.32, -9.45], [-8.54, 5.82, -9.33], [6.91, -4.98, -7.30], [6.80, -4.27, -8.61], [8.02, -3.46, -9.01], [7.93, -3.01, -10.43], [7.85, -2.68, -11.54], [6.69, -4.23, -6.54], [7.90, -5.41, -7.18], [6.18, -5.79, -7.22], [5.97, -3.57, -8.53], [6.48, -4.99, -9.36], [8.90, -4.11, -9.00], [8.14, -2.57, -8.40], [1.14, -8.81, 4.43], [0.51, -8.95, 5.65], [1.04, -10.08, 6.47], [2.24, -9.79, 7.30], [2.05, -8.44, 7.90], [3.20, -7.93, 8.59], [2.91, -6.49, 9.11], [2.68, -5.65, 8.00], [2.32, -4.31, 8.33], [0.74, -7.89, 4.01], [1.09, -9.62, 3.71], [2.17, -8.57, 4.68], [1.14, -10.93, 5.79], [0.21, -10.30, 7.14], [3.10, -9.71, 6.64], [2.59, -10.58, 7.96], [1.66, -7.90, 7.14], [4.11, -8.15, 8.02], [3.40, -8.54, 9.47], [3.82, -6.14, 9.61], [2.06, -6.55, 9.79], [1.39, -4.31, 8.90], [2.12, -3.71, 7.45], [3.02, -3.81, 9.01], [1.12, -1.91, 0.34], [1.17, -2.63, -0.77], [0.31, -2.15, -1.84], [-1.22, -2.45, -1.78], [-2.02, -1.75, -0.72], [-1.94, -0.25, -0.77], [-2.35, 0.32, 0.67], [-1.21, 0.17, 1.63], [-0.38, 1.20, 1.47], [1.79, -2.31, 1.09], [0.15, -1.88, 0.83], [1.28, -0.85, 0.14], [0.61, -2.76, -2.69], [0.60, -1.15, -2.13], [-1.38, -3.49, -1.50], [-1.84, -2.23, -2.64], [-1.69, -2.07, 0.18], [-2.67, 0.01, -1.54], [-0.96, 0.13, -1.05], [-3.10, -0.37, 1.08], [-2.74, 1.34, 0.67], [0.55, 1.01, 2.01], [-0.57, 2.09, 2.06], [-0.02, 1.37, 0.45]], "mulliken_charge": [-1.13, -0.45, -0.41, 0.19, -0.42, 0.32, 0.33, 0.32, 0.35, 0.30, 0.29, 0.31, -1.01, -0.60, -0.44, 0.34, -0.41, 0.31, 0.30, 0.29, 0.38, 0.33, 0.28, 0.23, -1.11, -0.49, -0.38, 0.25, -0.43, 0.34, 0.32, 0.33, 0.27, 0.37, 0.29, 0.25, -1.00, -0.54, -0.51, 0.27, -0.38, 0.27, 0.27, 0.33, 0.30, 0.42, 0.32, 0.26, -1.18, -0.38, -0.45, 0.24, -0.41, 0.34, 0.34, 0.33, 0.31, 0.27, 0.27, 0.31, -1.13, -0.43, -0.29, 0.13, -0.41, 0.29, 0.33, 0.32, 0.27, 0.37, 0.27, 0.28, -0.73, -0.33, -0.62, -0.64, -0.30, -0.78, -0.55, -0.29, -0.76, 0.23, 0.30, 0.31, 0.42, 0.26, 0.33, 0.44, 0.31, 0.45, 0.32, 0.42, 0.35, 0.31, 0.25, 0.30, -0.50, -0.41, -0.50, -0.77, -0.49, -0.21, -0.74, -0.35, -0.83, 0.35, 0.12, 0.23, 0.32, 0.39, 0.40, 0.39, 0.34, 0.43, 0.17, 0.34, 0.37, 0.27, 0.35, 0.31]}



Entry 4:
{"formula": "C4H11BrClInW", "method": "ωB97M-V/def2-TZVPD", "molar_mass_g_mol": 473.15, "multiplicity": 3, "lumo_ev": [-0.77, -0.46], "homo_lumo_gap_ev": [6.6, 8.8], "relative_energy_ev": 0.000, "s2": 2.018, "species": ["In", "Cl", "C", "C", "H", "H", "H", "H", "H", "H", "W", "C", "C", "H", "H", "H", "H", "H", "Br"], "xyz": [[-2.59, 1.13, -1.23], [-0.32, 2.41, 0.18], [-4.02, 1.19, 0.41], [-2.23, 2.46, -2.91], [-5.01, 1.30, 0.02], [-4.00, 0.25, 1.00], [-3.84, 2.01, 1.13], [-3.14, 2.62, -3.46], [-1.49, 2.03, -3.61], [-1.84, 3.45, -2.62], [0.23, 0.14, 0.19], [1.90, -0.29, -0.82], [-1.05, -0.77, -1.06], [1.72, -0.84, -1.76], [2.42, 0.66, -1.04], [2.55, -0.87, -0.15], [-0.97, -0.86, -2.16], [-1.83, -1.48, -0.84], [1.38, 0.23, 2.34]], "mulliken_charge": [0.80, -0.46, -1.10, -1.08, 0.34, 0.27, 0.29, 0.32, 0.27, 0.28, 1.02, -1.12, -1.08, 0.30, 0.31, 0.33, 0.31, 0.42, -0.42]}



Entry 5:
{"formula": "C4H11NO", "method": "ωB97M-V/def2-TZVPD", "molar_mass_g_mol": 89.14, "multiplicity": 1, "lumo_ev": 0.90, "homo_lumo_gap_ev": 8.9, "relative_energy_ev": 2.367, "smiles": "CC/C=C/N.O", "species": ["C", "C", "C", "C", "N", "H", "H", "H", "H", "H", "H", "H", "H", "H", "H", "H", "O"], "xyz": [[-0.75, -1.44, -1.32], [-1.51, -0.78, -0.09], [-0.38, -0.30, 0.77], [-0.36, 0.18, 2.00], [0.52, 1.10, 2.55], [0.08, -2.12, -1.07], [-1.54, -2.01, -1.85], [-0.46, -0.82, -2.11], [-2.17, -1.58, 0.30], [-2.27, -0.08, -0.47], [0.47, -0.20, 0.17], [-0.96, -0.31, 2.76], [1.23, 1.51, 1.98], [0.66, 1.00, 3.58], [1.84, 0.23, -3.05], [1.34, 1.28, -2.34], [2.02, 1.18, -3.00]], "nbo_charge": [-0.61, -0.42, -0.34, 0.04, -0.81, 0.21, 0.21, 0.19, 0.20, 0.21, 0.17, 0.18, 0.39, 0.39, 0.46, 0.46, -0.91]}



Entry 6:
{"formula": "CH2N4O", "method": "ωB97M-V/def2-TZVPD", "molar_mass_g_mol": 86.05, "multiplicity": 3, "lumo_ev": [0.44, -2.94], "homo_lumo_gap_ev": [7.0, 7.2], "relative_energy_ev": 1.351, "s2": 2.026, "species": ["C", "N", "N", "N", "N", "O", "H", "H"], "xyz": [[0.12, 0.33, -0.17], [-0.20, 0.94, 0.82], [-0.95, 0.41, 1.86], [-1.00, -0.88, 1.82], [0.76, 0.26, -1.29], [-0.49, -1.45, 0.81], [1.12, 0.99, -1.90], [0.64, -0.60, -1.95]], "nbo_charge": [0.48, -0.39, 0.04, 0.12, -0.76, -0.27, 0.38, 0.40]}